Entry 1:
C3H6N2O2 | ωB97M-V/def2-TZVPD

Geometry as ORCA input:
```
! RIJCOSX wB97M-V def2-TZVPD def2/J DEFGRID3
* xyz 0 1
C 0.85859 0.12622 0.72334
C 1.14276 -0.40208 -0.61194
C -0.70892 0.33007 0.54630
N -0.92393 1.42045 -0.17277
O 0.92126 -1.66184 -0.86080
N -1.32977 -0.78095 0.80682
O 1.16964 0.38844 -1.61641
H 0.33296 -2.00757 -0.14861
H -1.91020 1.60465 -0.32788
H 0.38963 1.21132 -1.35091
H -2.32685 -0.72995 0.61196
H 1.32865 1.09023 0.88655
H 1.05619 -0.58901 1.51435
*
```

The value obtained for the relative energy (zero: lowest compared OMol25 entry of this formula, charge and spin) is 81.7 kcal per mole. For the HOMO-LUMO gap, the calculation gives 0.288 Eh. The highest occupied orbital energy comes out at -8.356 eV.

Entry 2:
C18H30BFN6O3P | ωB97M-V/def2-TZVPD

Geometry as ORCA input:
```
! RIJCOSX wB97M-V def2-TZVPD def2/J DEFGRID3
* xyz 1 1
C 5.30670 -3.36349 -2.72548
B 4.60613 -2.71723 -3.94457
O 4.63610 -3.15483 -5.21756
N 3.79661 -1.41196 -3.66436
C 2.49666 -1.50077 -3.42270
C 1.75379 -0.34316 -3.20779
C 0.28794 -0.43292 -2.94981
C -0.12466 -1.01582 -1.76481
C -1.48392 -1.07238 -1.48239
C -2.32852 -0.52790 -2.43640
C -1.79675 -0.00184 -3.60393
N -0.49900 0.06953 -3.90169
C 2.46726 0.84322 -3.23593
C 1.80689 2.17534 -2.97376
C 2.11402 2.53078 -1.53741
O 2.90977 3.31901 -1.16507
F 1.37219 1.76184 -0.72023
C 3.84408 0.81487 -3.49127
N 4.50514 -0.30487 -3.69273
H 4.68105 -3.28501 -1.83557
H 6.19678 -2.75441 -2.53102
H 5.60935 -4.38772 -2.91595
H 4.13014 -3.95809 -5.38416
H 2.03695 -2.47913 -3.39553
H 0.59979 -1.41277 -1.06680
H -1.84744 -1.50014 -0.55708
H -3.39674 -0.50767 -2.28121
H -2.47678 0.39086 -4.34922
H 0.73088 2.07354 -3.09070
H 2.13251 2.94822 -3.66208
H 4.42153 1.72789 -3.51828
O -1.91461 -1.12145 1.75322
P -2.22154 -0.06140 2.77533
N -1.93732 1.39114 1.89781
C -0.58166 1.78186 1.56358
C -2.82806 1.51241 0.75822
N -1.05705 -0.41663 3.95933
C -0.14734 0.55225 4.53037
C -0.45051 -1.74293 3.91664
N -3.27327 0.68205 3.95598
C -4.47894 -0.12287 4.22741
C -3.61950 2.09906 3.93518
H -0.60257 2.74213 1.04265
H -0.07773 1.04860 0.92326
H 0.02524 1.94630 2.45077
H -3.86505 1.33743 1.06398
H -2.58881 0.79612 -0.03569
H -2.78087 2.52326 0.34770
H 0.74425 0.69037 3.90630
H 0.18698 0.21783 5.51524
H -0.62648 1.52042 4.68284
H 0.35841 -1.80939 3.17682
H -1.18835 -2.50161 3.67507
H -0.04309 -1.98513 4.89969
H -5.19590 -0.08673 3.40052
H -4.97573 0.22461 5.13246
H -4.20011 -1.16793 4.38918
H -4.27635 2.38428 3.10580
H -2.73216 2.72274 3.90645
H -4.14027 2.32024 4.86934
*
```

For the HOMO-LUMO gap, the calculation gives 0.215 Eh. The highest occupied orbital energy comes out at -10.286 eV.

Entry 3:
C4H9NO2 | ωB97M-V/def2-TZVPD

Geometry as ORCA input:
```
! RIJCOSX wB97M-V def2-TZVPD def2/J DEFGRID3
* xyz 0 1
C -2.32136 0.11935 -0.19917
C -0.81949 0.39288 -0.24525
C -0.11186 -0.23901 0.94276
O 1.29598 0.02658 0.96268
C 2.12378 -0.67905 -0.22222
O 2.05727 -1.85999 -0.36825
N 2.59476 0.45871 -0.65238
H -2.77205 0.52295 0.71490
H -2.82892 0.57928 -1.05222
H -2.52804 -0.95646 -0.22720
H -0.39519 -0.00318 -1.17576
H -0.63170 1.47441 -0.24385
H -0.51180 0.13538 1.89044
H -0.20978 -1.33062 0.92788
H 3.27787 0.45717 -1.39808
H 1.78053 0.90161 0.34571
*
```

The value obtained for the relative energy (zero: lowest compared OMol25 entry of this formula, charge and spin) is 58.6 kcal per mole. For the HOMO-LUMO gap, the calculation gives 0.407 Eh. The highest occupied orbital energy comes out at -10.123 eV.

Entry 4:
C26H27BNO12P2 | ωB97M-V/def2-TZVPD

Geometry as ORCA input:
```
! RIJCOSX wB97M-V def2-TZVPD def2/J DEFGRID3
* xyz 1 1
C -0.09061 3.45509 1.09530
N 0.45795 4.86593 1.03872
C 0.93244 5.36684 2.38537
B -0.68213 5.70673 0.47141
O -0.50239 6.18037 -0.94377
P -2.26451 6.24193 1.40454
P -3.98943 4.93688 1.13951
O -4.46669 4.74710 -0.35662
O -3.83263 3.35851 1.90193
O -5.33185 5.72578 1.99648
H -1.11686 3.48610 1.67258
H 0.68662 2.75340 1.61798
H -0.31880 3.14866 -0.03560
H 1.33233 6.48208 2.37204
H 1.88126 4.70514 2.67962
H 0.15387 5.17657 3.26958
H 0.48047 6.45858 -0.96137
H -1.95238 6.26617 2.83717
H -2.63123 7.56965 0.98287
H -3.47447 3.57445 2.83172
H -4.94234 6.51897 2.49279
C -1.16937 0.26540 2.43532
C -1.01117 -1.05615 2.31358
C -1.16125 -1.95578 3.47433
O -1.01466 -3.16529 3.36423
C -1.49432 -1.33897 4.77372
C -1.65252 -0.01742 4.89546
C -1.50244 0.88221 3.73470
O -1.64903 2.09172 3.84480
H -1.06211 0.93943 1.59423
H -0.76748 -1.52391 1.36720
H -1.60159 -2.01300 5.61480
H -1.89621 0.45034 5.84183
C -2.67681 0.17313 -2.51748
C -2.03628 0.82246 -1.54054
C -0.64403 0.48696 -1.18235
O -0.05766 1.07941 -0.28698
C 0.01312 -0.59215 -1.94621
C -0.62741 -1.24148 -2.92315
C -2.01966 -0.90598 -3.28134
O -2.60603 -1.49843 -4.17671
H -3.69826 0.40625 -2.79233
H -2.50428 1.61681 -0.97151
H 1.03457 -0.82527 -1.67137
H -0.15941 -2.03583 -3.49218
C 3.59910 -3.09985 -6.80306
C 2.96084 -3.17988 -5.63151
C 1.58280 -2.67454 -5.47380
O 0.99858 -2.74557 -4.40135
C 0.93721 -2.07917 -6.66063
C 1.57547 -1.99915 -7.83219
C 2.95350 -2.50448 -7.98989
O 3.53773 -2.43345 -9.06234
H 4.61021 -3.46500 -6.93560
H 3.42046 -3.61445 -4.75190
H -0.07390 -1.71402 -6.52809
H 1.11585 -1.56458 -8.71180
C 4.06841 -5.27632 3.58719
C 4.09294 -6.27147 2.69534
C 2.89390 -6.62696 1.91102
O 2.91490 -7.53896 1.09595
C 1.66790 -5.83955 2.14912
C 1.64337 -4.84440 3.04097
C 2.84240 -4.48890 3.82529
O 2.82141 -3.57691 4.64036
H 4.93875 -5.00313 4.17125
H 4.98460 -6.85790 2.50868
H 0.79756 -6.11273 1.56506
H 0.75170 -4.25796 3.22763
*
```

For the HOMO-LUMO gap, the calculation gives 0.223 Eh. The highest occupied orbital energy comes out at -11.491 eV.

Entry 5:
C9H13N5S | ωB97M-V/def2-TZVPD

Geometry as ORCA input:
```
! RIJCOSX wB97M-V def2-TZVPD def2/J DEFGRID3
* xyz 2 1
C 0.23616 -1.70308 -0.39870
C -2.19920 -1.28661 -0.40301
C -0.67322 0.37742 0.24357
C -1.03937 -2.27371 -0.62926
C 1.25016 3.43196 0.81073
C -2.79122 -3.63718 -1.13409
C 0.85723 2.16294 0.76903
C -1.54849 2.55452 0.62874
C 2.81050 -2.11294 -0.63147
N 0.31045 -0.43804 0.01707
N -1.39973 -3.42432 -1.07070
N -2.01618 -0.03175 -0.01725
N -0.41711 1.65188 0.48437
N 1.37490 -2.34886 -0.70163
S -3.66099 -2.12846 -0.76654
H 2.16133 3.81915 1.00105
H 0.51773 4.02912 0.41861
H -2.86480 -4.29298 -0.24557
H -3.14065 -4.11543 -2.02181
H 1.53225 1.38026 0.87097
H -2.45933 1.86863 0.91976
H -1.28400 3.17740 1.53470
H -1.78464 2.96053 -0.31814
H 3.33320 -2.14326 -1.62760
H 3.34456 -2.83811 -0.01767
H 3.00356 -1.14582 -0.20431
H -2.76485 0.60380 0.05473
H 1.09568 -3.17413 -1.18341
*
```

The value obtained for the relative energy (zero: lowest compared OMol25 entry of this formula, charge and spin) is 2.4 kcal per mole. For the HOMO-LUMO gap, the calculation gives 0.230 Eh. The highest occupied orbital energy comes out at -15.944 eV.

Entry 6:
C20H20Cl3N4PdS | ωB97M-V/def2-TZVPD

Geometry as ORCA input:
```
! RIJCOSX wB97M-V def2-TZVPD def2/J DEFGRID3
* xyz 1 3
Pd 0.11145 -0.54690 -0.08013
Cl -1.31508 -0.47670 2.03383
C -0.58855 1.06225 2.54663
Cl 0.89570 1.33237 1.62857
H -0.33160 0.99468 3.60216
H -1.28371 1.87685 2.33493
Cl -1.17888 -5.05477 3.91274
C -0.31930 -4.04022 2.83141
C 0.49764 -3.02365 3.33730
C 1.21899 -2.23034 2.48376
C 1.17305 -2.42932 1.06947
C 2.01758 -1.70706 0.19145
C 0.31105 -3.46482 0.58834
C -0.41388 -4.24724 1.45250
H 0.55695 -2.89152 4.40588
H 1.86948 -1.45950 2.87365
H 2.24825 -2.15127 -0.77092
H 2.80017 -1.09154 0.62569
H 0.29281 -3.67041 -0.47626
H -1.02958 -5.04782 1.07400
N 1.37065 -4.34042 -6.22781
C 1.16583 -3.61946 -5.36296
C 0.92451 -2.71587 -4.29976
C -0.29049 -2.72088 -3.60731
C -0.49965 -1.76149 -2.63639
N 0.41694 -0.83343 -2.32505
C 1.59583 -0.86205 -2.95980
C 1.89962 -1.77796 -3.94433
H -1.04556 -3.45546 -3.83587
H -1.44242 -1.70265 -2.09569
H 2.32210 -0.11568 -2.65716
H 2.86205 -1.78548 -4.43217
C 1.80671 3.42810 -3.40956
C 0.80109 3.54195 -2.32096
C 0.38810 4.73645 -1.78276
C -0.58681 4.71591 -0.75729
N -1.16927 3.59074 -0.39705
C -0.82302 2.44673 -0.96837
S -1.71848 1.04734 -0.71596
N 0.22526 2.40689 -1.86119
C -1.01868 5.95830 -0.07495
H 2.28909 4.38541 -3.58011
H 1.31026 3.13498 -4.33681
H 2.56655 2.68530 -3.17069
H 0.78748 5.67090 -2.14083
H 0.45993 1.48897 -2.24415
H -0.34239 6.78027 -0.28398
H -1.08679 5.79661 0.99778
H -2.01880 6.22605 -0.41521
*
```

For the HOMO-LUMO gap (spin up / spin down), the calculation gives 0.233 / 0.255 Eh. The highest occupied orbital energy (spin up / spin down) comes out at -9.771 / -11.351 eV.

Entry 7:
C30H21Cl4MnN4O | ωB97M-V/def2-TZVPD

Geometry as ORCA input:
```
! RIJCOSX wB97M-V def2-TZVPD def2/J DEFGRID3
* xyz 1 4
Mn -13.32689 -9.46641 -10.02343
C -11.63604 -2.69305 -10.05809
C -11.90642 -3.50619 -11.15713
C -11.70884 -4.87483 -11.07100
C -11.23801 -5.45734 -9.87872
C -10.94299 -4.63286 -8.81604
C -11.15417 -3.26151 -8.91220
N -11.15013 -6.88001 -9.81925
C -10.20236 -7.51709 -10.66634
C -8.98601 -6.84119 -10.86665
C -7.96889 -7.36926 -11.63438
C -8.12946 -8.60318 -12.23956
C -9.32156 -9.26414 -12.12472
C -10.38105 -8.79054 -11.30117
N -11.60992 -9.54370 -11.27498
N -11.69950 -10.42415 -12.13767
C -12.96656 -11.10633 -12.16125
C -13.07033 -12.21065 -12.99683
C -14.31038 -12.83526 -13.07607
C -15.36918 -12.37300 -12.32720
C -15.15749 -11.26267 -11.54063
N -13.99363 -10.62879 -11.45292
H -11.80792 -1.64574 -10.14662
H -12.29030 -3.09642 -12.08130
H -11.99062 -5.53244 -11.86615
H -10.52673 -5.05307 -7.90991
H -10.86048 -2.64286 -8.06385
H -8.88112 -5.86835 -10.42072
H -7.05865 -6.80582 -11.70996
H -7.33837 -9.06462 -12.79116
H -9.49443 -10.19166 -12.64549
H -12.21054 -12.57306 -13.55950
H -14.43931 -13.67868 -13.72269
H -16.32939 -12.85269 -12.40801
H -15.95663 -10.85874 -10.91839
Cl -15.28855 -12.19931 -3.79180
C -14.44542 -11.62360 -5.21089
C -15.14858 -10.89978 -6.14495
C -14.51100 -10.51249 -7.31559
Cl -15.37348 -9.64811 -8.54810
C -13.16569 -10.84013 -7.53951
O -12.52187 -10.46815 -8.61882
C -12.48323 -11.61274 -6.56060
Cl -10.86517 -12.05154 -6.88908
C -13.11039 -11.96829 -5.37567
H -16.19131 -10.66732 -6.01736
H -12.51924 -12.50501 -4.64355
Cl -14.13316 -7.00104 -10.02765
C -13.79742 -6.63343 -8.34892
C -14.82080 -6.02401 -7.64213
C -14.64209 -5.76312 -6.28608
C -13.45283 -6.12428 -5.67404
C -12.43837 -6.71121 -6.39796
C -12.56205 -6.93285 -7.77962
C -11.36305 -7.49488 -8.49472
H -15.75744 -5.77809 -8.14481
H -15.43269 -5.31755 -5.70870
H -13.34449 -5.97364 -4.61116
H -11.49092 -6.97070 -5.92529
H -11.37696 -8.56558 -8.61215
H -10.48064 -7.32908 -7.85625
*
```

For the HOMO-LUMO gap (spin up / spin down), the calculation gives 0.221 / 0.217 Eh. The highest occupied orbital energy (spin up / spin down) comes out at -10.445 / -10.554 eV.

Looking at electronic energy for the records above, in order, we have -377.82909; -1724.02659; -362.99208; -2671.72856; -1022.03097; -2899.53091; -4441.61156 a.u..
Looking at maximum force for the records above, in order, we have 2.41; 4.69; 0.67; 8.94; 4.84; 1.17; 1.63 eV Å⁻¹.